Entry a
Computed, not measured: 2 unconnected molecules or ions with the total composition C4H10S, with wB97M-V/def2-TZVPD.

Bonds (Å) are listed after each position.
CARTESIAN COORDINATES (ANGSTROEM)
1 C -0.2922 -0.4916 2.2858  C2 1.323, H3 1.091, H4 1.083
2 C 0.9810 -0.4311 1.9303  C1 1.323, H5 1.080, H6 1.076
3 H -0.8458 0.1990 2.9230  C1 1.091
4 H -1.0217 -1.2475 2.0228  C1 1.083
5 H 1.6088 0.3861 2.2546  C2 1.080
6 H 1.3656 -1.2043 1.2877  C2 1.076
7 C 0.8785 1.2596 -1.4058  S8 1.817, H10 1.099, H11 1.097, H12 1.082
8 S -0.9333 1.1837 -1.5194  C7 1.817, C9 1.835
9 C -1.3380 -0.6000 -1.3747  S8 1.835, H13 1.086, H14 1.088, H15 1.083
10 H 1.3875 0.6585 -2.1723  C7 1.099
11 H 1.2989 0.7310 -0.5413  C7 1.097
12 H 1.1926 2.2906 -1.5043  C7 1.082
13 H -2.3167 -0.6494 -0.9065  C9 1.086
14 H -1.4755 -1.0032 -2.3754  C9 1.088
15 H -0.4896 -1.0814 -0.9044  C9 1.083

## Properties
SMILES: C=C.CSC
Net charge: 0
Kohn-Sham gap, eV: 9.4

Here are the Mulliken charges for atoms 1 to 2, given in e:
1 C -0.437
2 C -0.557

=====

Entry b
Computed, not measured: 2 unconnected molecules or ions with the total composition C4H10S, with wB97M-V/def2-TZVPD.

Bonds (Å) are listed after each position.
CARTESIAN COORDINATES (ANGSTROEM)
1 C -1.8802 -0.5954 0.1693  C2 1.641, C3 1.895, H6 1.103, H7 1.158, H8 1.108
2 C -1.8955 1.0194 0.4591  C1 1.641, C3 1.573, H9 1.171, H10 1.087
3 C -2.0444 0.8087 -1.0929  C1 1.895, C2 1.573, H11 1.076, H12 1.101
4 S 1.2468 -0.3137 0.2553  C5 1.836
5 C 3.0539 -0.4160 -0.0551  S4 1.836, H13 1.080, H14 1.083, H15 1.017
6 H -1.3349 -1.2139 -0.5638  C1 1.103
7 H -2.9623 -0.9992 0.2556  C1 1.158
8 H -1.4885 -0.9498 1.1430  C1 1.108
9 H -2.8043 1.4290 1.0746  C2 1.171
10 H -0.9581 1.4485 0.8030  C2 1.087
11 H -1.2550 0.8263 -1.8236  C3 1.076
12 H -2.9505 0.8641 -1.7164  C3 1.101
13 H 3.3536 -1.4340 -0.2564  C5 1.080
14 H 3.5334 -0.0460 0.8433  C5 1.083
15 H 3.5148 0.1927 -0.7269  C5 1.017

## Properties
Net charge: 0
Kohn-Sham gap, eV: 4.5

Here are the Mulliken charges for atoms 1 to 2, given in e:
1 C -1.113
2 C -0.206

=====

entry a takes first place; second place is 4.790 eV up.